# 1
{
  "formula": "C50H71N2O2PV",
  "method": "ωB97M-V with the def2-TZVPD basis set",
  "species": ["H", "C", "C", "C", "H", "H", "H", "H", "H", "C", "H", "H", "C", "H", "H", "C", "H", "H", "C", "H", "C", "H", "C", "C", "H", "H", "C", "C", "C", "H", "C", "C", "H", "C", "H", "H", "H", "H", "H", "H", "H", "N", "H", "H", "H", "H", "C", "P", "C", "H", "H", "H", "V", "C", "H", "C", "H", "C", "C", "C", "O", "H", "H", "H", "H", "C", "C", "H", "H", "H", "H", "H", "C", "H", "O", "C", "C", "H", "C", "C", "C", "H", "H", "H", "H", "C", "H", "H", "C", "H", "C", "C", "H", "C", "C", "C", "H", "C", "H", "H", "H", "H", "C", "C", "C", "C", "C", "H", "H", "C", "C", "H", "H", "H", "C", "H", "H", "H", "H", "H", "H", "C", "C", "C", "H", "H", "N"],
  "positions_angstrom": [[-1.774, -2.050, -0.325], [2.822, -1.809, -3.019], [-5.117, 2.898, -1.230], [0.889, -2.492, 2.502], [2.907, -5.858, 4.509], [-2.271, -4.481, 1.447], [3.407, -1.463, -5.101], [0.164, -4.455, 2.955], [-1.210, 5.440, 1.131], [-1.468, 1.853, 0.889], [-0.753, 0.470, 3.477], [3.864, 0.088, -3.118], [4.667, 2.063, 1.835], [4.293, -2.730, -4.274], [-0.973, 2.114, -5.446], [-1.646, -1.461, 3.126], [3.540, -0.459, -1.469], [-1.866, 0.913, -3.285], [-3.825, 2.544, -0.515], [1.737, 1.729, 3.282], [5.546, -0.026, 1.103], [-3.974, 4.081, 0.937], [1.932, -1.551, 2.682], [-1.942, -2.722, 3.939], [-0.800, -4.184, -1.154], [1.193, -1.382, -5.136], [-1.399, -2.799, 0.391], [-4.750, 3.659, -2.512], [0.855, -0.639, -1.879], [4.822, -1.214, -2.419], [-5.881, 1.618, -1.595], [0.756, -0.980, -4.242], [-5.647, 4.770, -0.240], [-3.006, 1.548, -1.021], [1.143, -5.945, 4.511], [0.368, -0.972, -7.012], [0.077, 4.299, 1.514], [-1.605, -0.198, 4.878], [-0.946, 3.792, 4.448], [-1.254, -0.906, -7.670], [0.378, 1.409, -6.337], [-0.797, 0.445, -0.755], [2.678, 3.212, 3.032], [2.645, -3.038, -4.803], [3.641, -3.219, 5.090], [-1.195, 1.598, -7.122], [-1.831, 3.861, 2.484], [-0.516, -1.731, 1.655], [-6.044, 3.769, -0.378], [-0.430, 5.490, 2.716], [-3.291, 0.987, -1.895], [0.460, -3.049, -0.664], [0.572, 0.103, 0.693], [-0.405, 0.055, -1.977], [7.155, 2.627, 0.486], [2.760, -3.049, -2.121], [-2.582, -1.044, 2.729], [0.926, -3.716, 3.156], [-1.810, 1.248, -0.375], [-1.253, 3.093, 3.673], [1.300, -0.680, -0.646], [3.662, -1.089, 3.874], [-2.016, 2.438, 4.089], [2.086, -3.784, -2.554], [-3.862, 4.061, 3.255], [-2.638, -0.092, -5.574], [-0.445, -0.273, -4.359], [-0.028, -0.840, 4.413], [-4.097, 3.065, -3.146], [1.600, 2.630, 1.758], [-3.096, -0.061, -6.559], [2.008, -5.170, 5.851], [-1.109, -0.038, -5.707], [-2.686, 5.167, 3.955], [-0.394, 1.306, 1.409], [-0.698, 1.363, -6.184], [-2.239, 2.940, 1.338], [4.587, -2.678, 1.797], [4.309, -0.633, 1.245], [-3.384, 3.248, 0.606], [-3.003, 4.689, 3.031], [6.377, -0.634, 0.775], [-6.851, 1.873, -2.013], [3.745, -3.497, -2.024], [-1.050, -3.057, 4.463], [3.310, -2.281, -4.393], [-6.220, 3.318, 0.595], [-2.697, -2.487, 4.687], [2.291, 2.318, 2.548], [-5.351, 1.026, -2.334], [2.911, -1.833, 3.654], [3.824, -0.784, -2.468], [-3.316, -3.038, 1.397], [7.116, 1.919, 1.311], [2.894, -3.028, 4.334], [3.411, 1.505, 1.976], [3.197, -2.416, 0.749], [3.209, 0.138, 1.685], [-3.019, 0.758, -5.014], [-2.949, -1.008, -5.078], [4.843, -2.340, 0.090], [-4.236, 4.587, -2.271], [-0.358, -3.668, -0.304], [-0.779, 4.832, 1.924], [1.448, -1.150, -3.048], [1.940, -4.009, 4.063], [4.218, -2.100, 0.948], [-3.300, 5.475, 2.342], [-6.037, 1.009, -0.707], [-0.996, 0.284, -3.220], [-0.684, -1.069, -6.759], [2.411, -2.788, -1.129], [-7.003, 3.868, -0.880], [-0.382, 2.514, 3.391], [5.756, 1.311, 1.406], [0.043, -4.413, 0.381], [7.355, 2.461, 2.224], [4.808, 3.100, 2.102], [-2.318, -3.539, 3.335], [-5.649, 3.898, -3.073], [-0.875, -2.083, -6.413], [-0.967, -0.439, 4.031], [-2.591, -3.633, 0.846], [1.995, -5.323, 4.772], [7.871, 1.154, 1.150], [-3.093, -4.026, -0.037], [1.955, -0.428, 1.911]],
  "mulliken_charge": [0.108, 2.653, 2.065, -0.322, 0.365, 0.333, 0.423, 0.369, 0.348, 0.715, -0.019, 0.362, -1.059, 0.445, 0.310, 0.723, 0.089, 0.732, -0.895, 0.086, -0.866, 0.587, -0.318, -1.825, 0.564, 0.570, 1.034, -1.366, 0.674, 0.416, -1.648, -0.407, 0.360, -0.810, 0.377, 0.391, 0.289, 0.716, 0.638, 0.463, 0.343, 0.609, 0.505, 0.466, 0.440, 0.464, 2.872, 1.564, -2.153, 0.444, 0.696, 0.348, -0.077, -0.668, 0.327, -0.753, 0.948, -0.409, -0.222, -1.349, -0.322, 0.616, 0.383, 0.352, 0.411, -1.551, -0.238, 0.099, 0.149, 0.165, 0.475, 0.371, 1.957, 0.493, 0.035, -1.600, -1.229, 0.541, 1.300, 0.226, -2.297, 0.430, 0.465, 0.511, 0.454, -2.438, 0.450, 0.521, -1.525, 0.262, -0.533, -1.420, 0.431, -1.670, -1.143, 0.512, -0.454, 0.058, 0.259, 0.359, 0.594, 0.323, -1.890, -1.653, -0.549, 0.375, -1.300, 0.419, 0.392, -1.110, -2.086, -0.429, 0.448, -0.209, 0.504, 0.293, 0.374, 0.475, 0.318, 0.461, 0.415, -1.452, -1.912, -1.789, 0.380, 0.508, 1.168],
  "charge": 1,
  "homo_energy_ev": [-9.70, -9.73],
  "e_tot_ev": -95051.8492,
  "gap_ev": [6.48, 4.78],
  "multiplicity": 3,
  "lumo_ev": [-3.22, -4.95]
}

# 2
{
  "formula": "C50H75Cl37N2O3S",
  "method": "ωB97M-V with the def2-TZVPD basis set",
  "species": ["H", "H", "Cl", "C", "Cl", "C", "H", "H", "H", "C", "H", "H", "C", "Cl", "Cl", "Cl", "C", "H", "C", "H", "Cl", "C", "H", "C", "Cl", "Cl", "H", "C", "H", "H", "H", "C", "H", "N", "C", "Cl", "H", "C", "H", "H", "Cl", "H", "C", "C", "Cl", "H", "H", "O", "H", "C", "Cl", "H", "C", "C", "C", "H", "H", "H", "H", "C", "H", "C", "H", "H", "H", "Cl", "Cl", "H", "H", "H", "H", "Cl", "C", "C", "H", "H", "H", "H", "C", "C", "C", "Cl", "H", "H", "H", "H", "H", "C", "H", "O", "H", "H", "C", "C", "H", "H", "Cl", "H", "Cl", "Cl", "Cl", "Cl", "N", "C", "H", "S", "C", "H", "H", "C", "C", "C", "H", "Cl", "C", "H", "C", "Cl", "C", "H", "C", "H", "H", "C", "H", "H", "H", "Cl", "H", "H", "H", "C", "Cl", "H", "O", "Cl", "Cl", "H", "H", "C", "C", "Cl", "H", "C", "H", "C", "Cl", "C", "Cl", "Cl", "C", "Cl", "C", "C", "Cl", "Cl", "C", "H", "H", "H", "H", "C", "C", "H", "Cl", "H", "Cl", "Cl"],
  "positions_angstrom": [[-1.887, 2.483, -6.759], [-2.619, -4.367, -8.155], [-3.328, -12.043, 0.008], [4.729, 2.552, 6.503], [2.292, -3.567, -5.224], [4.104, -6.129, -7.153], [4.801, 2.310, 5.409], [2.750, 2.165, 4.000], [4.955, 5.893, 11.181], [-3.756, 3.804, -1.536], [2.088, -2.872, -1.386], [4.961, 1.632, 7.093], [-2.862, -10.417, -0.509], [-2.797, 7.082, -4.146], [3.366, -4.775, -0.179], [-0.253, 6.515, -5.468], [2.589, 4.212, -0.732], [4.944, -5.402, -2.308], [1.612, -1.040, 1.827], [1.108, -1.955, 6.656], [-1.622, 4.635, -7.681], [-8.540, -1.277, -0.579], [5.796, 1.442, -2.166], [-1.485, -2.514, 1.481], [8.304, 3.095, 2.110], [-2.364, 4.136, -2.572], [-2.919, 8.745, 0.601], [-1.984, 6.804, -5.691], [4.149, -6.774, -6.280], [-8.544, -1.785, -1.540], [-3.487, -6.384, 3.605], [4.975, 0.882, -1.675], [-1.532, -3.492, -4.820], [1.566, -1.140, 0.382], [4.996, -4.292, -2.459], [-7.735, 0.288, -0.763], [-1.835, -10.441, -0.860], [2.189, -1.911, -5.836], [1.015, -3.152, 4.609], [2.950, -2.646, -3.015], [-7.629, 3.742, -2.109], [3.517, 3.699, 7.903], [1.620, -1.017, 6.335], [-2.959, -0.129, 0.739], [-0.763, 9.108, -0.275], [-0.327, 1.946, -2.717], [-6.021, -0.105, -3.839], [-1.191, -4.842, 2.167], [4.876, -2.998, -0.708], [-7.795, 5.396, -2.714], [-5.173, -1.805, -2.444], [1.916, -1.251, -5.017], [-2.888, -0.558, 2.147], [1.414, 2.038, 5.611], [3.038, -2.591, -1.907], [-1.856, -7.059, 3.405], [-8.565, 5.415, -3.479], [1.039, 2.392, -3.810], [1.211, -3.450, 0.752], [3.407, -1.157, -1.395], [-1.705, 7.681, 1.348], [3.373, 3.245, 6.895], [2.619, 1.235, 7.251], [1.430, -1.870, -6.612], [5.663, 4.761, 10.005], [-2.798, -7.616, 5.492], [-4.098, 3.275, -6.945], [-0.136, 4.199, -1.542], [0.984, -0.190, 6.754], [-2.947, -9.742, 0.338], [5.565, 3.282, 6.697], [3.685, 3.921, 10.970], [2.151, 2.231, 7.013], [2.011, 0.261, 4.046], [1.473, -4.443, 2.302], [-2.292, -0.605, -1.357], [2.403, 9.901, 1.366], [-2.802, -2.669, -3.887], [-2.430, 3.072, -7.493], [1.266, -2.273, 2.566], [4.151, -3.579, -1.335], [-0.782, -2.573, 5.496], [1.437, 2.526, 7.821], [-2.971, -6.107, -8.030], [-5.536, 0.513, -2.244], [0.485, 1.431, 5.696], [-0.563, 3.282, -3.903], [-2.521, -5.253, -7.533], [7.841, 4.985, 0.782], [4.581, 2.811, -0.081], [-3.390, 0.050, 2.926], [2.382, 5.236, -1.133], [1.256, -2.233, 4.038], [4.534, -0.468, -2.067], [2.428, 4.270, 0.382], [4.715, 4.702, -0.897], [-3.719, 0.379, -3.731], [-7.994, -1.869, 0.149], [-3.635, 2.216, -0.755], [-0.666, -1.745, -3.500], [3.060, 8.967, -0.693], [-10.206, -1.082, -0.027], [2.411, 1.479, 4.669], [-2.054, 8.114, 0.415], [-6.790, -10.382, 2.335], [2.341, 1.635, 1.502], [-2.112, -2.395, 6.658], [-8.075, 6.046, -1.891], [-4.656, 3.825, -2.144], [-1.907, -2.530, -4.488], [1.633, -0.975, 4.774], [-2.145, -1.763, 2.565], [3.563, -5.219, -6.915], [-2.313, -1.552, -5.902], [-2.278, -0.907, -0.290], [1.346, 8.557, 0.870], [-5.265, -0.149, -3.060], [-2.524, 6.811, -0.683], [7.939, 3.920, 0.591], [6.068, -3.970, -2.452], [3.181, 0.829, 0.102], [1.123, 3.084, 5.300], [-2.425, 5.929, -6.169], [-0.646, -3.800, 1.864], [-0.980, -2.739, -0.658], [-2.116, 7.678, -6.322], [5.084, -0.968, -2.896], [-0.804, -5.580, -7.270], [-2.433, 2.559, -8.450], [1.096, 4.732, -2.778], [0.665, -0.827, 0.006], [1.963, 0.188, 2.566], [-1.777, -3.270, 8.157], [4.585, -4.082, -3.481], [1.716, 3.256, -1.348], [9.223, 3.667, -0.600], [-6.948, -9.375, 0.212], [4.163, 3.421, -2.066], [3.115, 4.012, 6.113], [0.916, -3.606, 1.822], [-1.538, -2.120, 0.072], [3.251, -6.978, -8.449], [-2.237, -1.340, 6.888], [4.280, 1.525, -0.564], [-3.533, 0.784, 0.428], [4.070, 3.787, -1.014], [-6.279, 5.977, -3.413], [4.740, 5.205, 10.368], [3.978, 6.099, 9.048], [5.751, -5.706, -7.636], [0.731, 3.860, -2.178], [-3.900, -9.836, -1.815], [2.680, -0.504, -0.276], [-2.862, -7.258, 3.762], [-3.362, -4.972, -6.004], [3.732, -1.380, -6.512], [-7.094, -9.404, 1.973], [-2.057, -2.084, 3.615], [2.633, -0.968, 6.799], [-3.812, 4.568, -0.767], [-6.448, -8.638, 2.391], [2.375, 8.904, 0.936], [0.177, 2.807, -3.218], [7.006, 3.527, 0.194], [-8.758, -9.094, 2.485], [-3.024, -2.788, 6.217], [3.289, 7.805, 1.978], [-3.538, -8.617, 2.849]],
  "mulliken_charge": [0.120, 0.237, -0.155, -1.072, -0.193, 0.241, 0.205, 0.328, 0.313, -0.392, -0.080, 0.264, 0.061, -0.111, -0.210, -0.140, -0.608, 0.352, -1.014, 0.449, -0.152, -0.339, 0.464, 1.018, -0.164, 0.099, 0.333, -0.075, 0.266, 0.258, 0.212, -0.793, 0.386, 1.207, -0.965, -0.074, 0.292, -0.029, 1.135, -0.914, -0.060, -0.539, -1.477, -0.345, -0.148, 0.201, 0.459, -0.582, 0.342, -0.453, -0.180, -0.012, -1.222, -1.071, 0.518, 0.136, 0.309, 0.355, -0.782, -0.008, 0.271, 0.426, 0.007, 0.383, 0.246, -0.174, -0.149, 0.296, 0.255, -0.050, 0.356, -0.153, -0.226, -0.753, 0.715, 0.259, 0.346, 0.219, -0.154, 0.353, 0.293, 0.056, 0.318, 0.338, -0.151, 0.430, 0.352, -0.317, 0.272, -0.409, 0.363, 0.493, -1.355, -0.463, 0.223, 0.380, -0.075, 0.328, -0.106, 0.101, -0.151, -0.166, 0.155, -0.422, 0.274, -0.568, -0.489, 0.294, 0.031, -0.564, 1.132, -0.014, -0.167, -0.131, 0.644, -0.183, -0.065, -0.069, 0.562, 0.264, 1.691, 0.389, -0.123, -0.617, 0.346, 0.414, 0.398, -0.112, 0.346, 0.266, -0.072, 0.807, -0.164, 0.150, 0.132, -0.179, -0.131, 0.400, 0.322, 0.153, -0.666, -0.166, 0.284, -0.090, 0.292, -0.677, -0.079, -0.269, -0.141, -0.165, -0.202, -0.142, -1.219, -0.023, -0.124, -0.177, -0.095, 0.075, 0.305, 0.342, 0.118, 0.119, -1.221, -0.504, -0.173, 0.357, -0.154, -0.131],
  "homo_energy_ev": -7.63,
  "e_tot_ev": -536349.0703,
  "gap_ev": 7.63,
  "lumo_ev": 0.00
}